# C40H49N2P2SeSi2Ta

A molecular structure, C40H49N2P2SeSi2Ta at a distorted geometry (wB97M-V/def2-TZVPD, the Open Molecules 2025 dataset).

Results
E_tot ... -146476.4619 eV
LUMO energy ... -6.768 eV
Orbital gap ... 6.21 eV
Charge ... +2
2S+1 ... 1

Each line ends with the Löwdin charge.
Geometry (Å):
1 Ta 0.025 0.842 -0.922  1.336
2 C -2.508 3.289 -1.543  -0.181
3 Si -3.351 1.663 -1.319  0.342
4 C -3.998 1.037 -2.910  -0.169
5 C -4.719 1.806 -0.103  -0.148
6 N -1.976 0.646 -0.736  -0.423
7 P -1.847 -0.780 0.155  0.704
8 C -0.237 -0.631 0.769  -0.412
9 P 0.328 0.683 1.786  0.762
10 N 0.881 1.749 0.579  -0.408
11 Si 1.808 3.336 0.743  0.372
12 C 0.497 4.612 0.727  -0.157
13 C 2.826 3.436 -0.776  -0.198
14 C 2.902 3.415 2.213  -0.142
15 C 1.766 0.090 2.658  -0.329
16 C 2.901 -0.199 1.896  -0.091
17 C 4.051 -0.651 2.520  -0.049
18 C 4.071 -0.819 3.902  -0.042
19 C 2.935 -0.559 4.656  -0.046
20 C 1.775 -0.108 4.035  -0.077
21 C -0.669 1.667 2.890  -0.298
22 C -0.025 2.422 3.881  -0.093
23 C -0.761 3.290 4.674  -0.040
24 C -2.131 3.423 4.478  -0.037
25 C -2.772 2.691 3.486  -0.045
26 C -2.045 1.814 2.696  -0.090
27 C -3.180 -1.198 1.249  -0.326
28 C -4.408 -1.585 0.693  -0.077
29 C -5.428 -2.009 1.526  -0.042
30 C -5.222 -2.060 2.903  -0.035
31 C -3.998 -1.703 3.453  -0.042
32 C -2.970 -1.273 2.627  -0.078
33 C -1.824 -2.107 -1.046  -0.342
34 C -1.754 -1.849 -2.414  -0.116
35 C -1.748 -2.902 -3.326  -0.072
36 C -1.824 -4.208 -2.870  -0.060
37 C -1.896 -4.471 -1.502  -0.042
38 C -1.893 -3.428 -0.594  -0.061
39 H -3.154 3.984 -2.097  0.061
40 H -1.571 3.217 -2.125  0.027
41 H -2.288 3.750 -0.573  0.032
42 H -4.965 1.525 -3.096  0.057
43 H -4.172 -0.044 -2.905  0.035
44 H -3.341 1.278 -3.752  0.048
45 H -5.165 2.801 -0.247  0.060
46 H -4.428 1.717 0.947  0.020
47 H -5.497 1.062 -0.299  0.044
48 H -0.098 4.541 -0.190  0.019
49 H 0.945 5.616 0.753  0.061
50 H -0.173 4.521 1.590  0.038
51 H 2.246 3.380 -1.704  0.022
52 H 3.584 2.646 -0.799  0.031
53 H 3.347 4.405 -0.780  0.060
54 H 2.434 3.963 3.040  0.045
55 H 3.797 3.975 1.910  0.058
56 H 3.229 2.437 2.578  0.031
57 H 2.885 -0.070 0.820  0.084
58 H 4.934 -0.871 1.931  0.117
59 H 4.977 -1.161 4.392  0.120
60 H 2.948 -0.704 5.730  0.119
61 H 0.887 0.071 4.629  0.110
62 H 1.044 2.339 4.032  0.094
63 H -0.264 3.861 5.449  0.123
64 H -2.701 4.103 5.102  0.122
65 H -3.840 2.804 3.331  0.117
66 H -2.552 1.249 1.934  0.051
67 H -4.559 -1.570 -0.383  0.119
68 H -6.379 -2.316 1.105  0.122
69 H -6.025 -2.390 3.552  0.121
70 H -3.841 -1.769 4.524  0.120
71 H -2.007 -1.015 3.051  0.102
72 H -1.725 -0.839 -2.789  0.074
73 H -1.693 -2.696 -4.389  0.125
74 H -1.830 -5.028 -3.579  0.124
75 H -1.960 -5.495 -1.148  0.123
76 H -1.936 -3.641 0.471  0.125
77 C 5.117 -4.544 -4.518  -0.030
78 C 4.329 -3.398 -3.934  -0.234
79 C 4.766 -2.083 -4.073  0.005
80 C 4.047 -1.009 -3.570  -0.301
81 C 4.575 0.401 -3.751  -0.081
82 C 2.864 -1.322 -2.893  -0.463
83 Se 1.973 0.224 -2.225  0.777
84 C 2.380 -2.611 -2.690  -0.260
85 C 1.129 -2.980 -1.931  -0.050
86 C 3.146 -3.632 -3.242  0.001
87 H 6.113 -4.228 -4.829  0.082
88 H 4.606 -4.951 -5.394  0.093
89 H 5.224 -5.357 -3.796  0.088
90 H 5.697 -1.881 -4.594  0.127
91 H 5.509 0.388 -4.310  0.088
92 H 4.768 0.883 -2.788  0.069
93 H 3.866 1.030 -4.296  0.075
94 H 0.727 -2.154 -1.359  0.002
95 H 1.346 -3.786 -1.226  0.108
96 H 0.350 -3.340 -2.615  0.065
97 H 2.796 -4.653 -3.115  0.134